i | The following is a quantum chemistry calculation of a single C19H26N4O5S molecule, from the Open Molecules 2025 dataset.

XYZ file:
```
55
Properties=species:S:1:pos:R:3
C 0.7885 5.9287 1.8397
H 2.0830 0.1395 1.6154
N 1.4143 -0.7909 -0.1099
O -3.5759 -0.9274 -1.0359
H -4.2756 -3.4793 -1.5496
H -1.2919 -3.5529 2.0398
C 1.6552 5.6032 0.8057
H 0.1450 -0.4471 3.0014
O 0.7151 2.0658 0.3261
H -3.0731 -1.8382 0.7430
N 1.1084 -0.2428 -2.2095
H 1.9581 -1.6403 1.6838
H -0.3984 0.3118 1.4782
C 0.7859 3.3557 0.7718
C -3.5509 -3.3317 -0.7414
H 2.3380 4.1092 -0.5326
H 0.3843 -5.3833 -1.3888
S 1.2108 -3.5156 -0.2229
O -1.6481 -5.0609 0.0825
H 0.3491 -3.1277 2.5555
H 3.3814 8.2687 0.1128
C 0.0693 -4.3397 -1.3830
H -3.6496 -4.1296 -0.0051
H -0.7511 5.2150 3.1320
H -0.9753 -2.3040 -2.6386
C -0.0756 4.9606 2.3294
C -3.7725 -1.9613 -0.0959
H -2.6977 -2.4372 -3.0789
C 1.1842 -1.9038 -0.8673
H 1.4075 2.2355 -1.6288
C 2.6123 7.7797 0.7085
C 1.6516 4.3117 0.2726
H -4.7994 -1.8653 0.2598
C -1.3381 -4.2851 -0.8066
H 2.6353 1.8026 -0.4004
N -2.2121 -3.3894 -1.3041
H 1.6602 8.3009 0.5680
N 1.0116 -1.5769 -2.1222
O -0.7742 -1.6572 1.5958
C -0.0859 3.6846 1.8120
H -1.5456 -0.8479 -0.7279
H 0.2078 -3.8901 -2.3605
H -2.1676 -0.1537 -2.2545
C 1.5870 1.6643 -0.7106
H 0.7720 6.9177 2.2672
C -1.9911 -2.3165 -2.2491
H 2.8953 7.8169 1.7653
C 1.3470 0.2309 -1.0201
H -1.0530 -2.5010 3.4654
C -2.2661 -0.9784 -1.5478
H -0.7578 2.9307 2.1883
C 1.4835 -0.7243 1.3235
C -0.6782 -2.7633 2.4693
O 2.5506 6.4553 0.2365
C 0.0658 -0.5778 1.9145
```

Computed properties:
**SMILES**: COCCn1c(COc2cccc(OC)c2)nnc1SCC(=O)N1CCOCC1
**E_HOMO**: -8.631 eV
**Frontier orbital gap**: 9.20 eV
**Lowest unoccupied orbital energy**: 0.573 eV



ii | The following is a quantum chemistry calculation of 2 unconnected molecules or ions with the total composition C19H26N4O5S, from the Open Molecules 2025 dataset.

XYZ file:
```
55
Properties=species:S:1:pos:R:3
H 7.7384 -2.3481 2.5155
C -1.0775 1.1771 0.8289
C -6.5047 -0.2677 -1.4625
H 5.3892 -2.7868 1.0583
C 3.4540 1.4742 1.7344
C 4.5756 -2.9865 -2.4370
H -8.7748 -1.7513 -3.5561
C -8.3653 -1.0371 -2.8478
C 5.1594 -2.0785 -1.3805
H 3.8783 2.2181 1.0598
C -4.4562 -1.6103 -0.9495
H -2.8025 2.2047 0.4372
H -0.0826 2.3501 2.3245
O -0.4598 0.1175 0.8226
S -2.8544 -1.4372 -0.2895
H 1.4734 0.1325 0.3559
N -4.3996 0.6545 -0.4261
C -0.2344 4.8113 0.9897
H -6.4714 -2.0234 -2.7486
C 6.7239 -2.6985 2.7183
O 6.1579 0.0036 2.2133
O 6.3699 -1.9482 -1.2859
C -9.1485 0.0314 -2.4064
C -7.3027 0.8107 -1.0431
H 4.0971 1.3704 2.6065
C -7.0559 -1.1875 -2.3783
C -5.1275 -0.4140 -0.9514
H 3.9652 -2.3972 -3.1189
C 4.6281 -0.4081 0.4029
H 3.9681 -3.7553 -1.9640
C 5.5962 -0.8431 1.5238
N -2.3961 1.2756 0.4336
H 0.3473 4.9015 1.9129
C -0.3152 2.4321 1.2589
N 4.2933 -1.4687 -0.5732
H 2.9210 -0.6057 1.7084
H 3.3107 -1.5811 -0.7738
H -9.2193 1.7917 -1.1635
O 2.3514 0.3342 -0.0059
H -6.8984 1.5395 -0.3457
N 5.8098 -2.1516 1.7172
H 6.7095 -3.7886 2.6886
H 5.3911 -3.4521 -2.9895
H -0.8589 5.7040 0.8875
C -3.2043 0.2722 -0.0615
C -8.6159 0.9560 -1.5048
H 2.4773 1.8090 2.0775
H 0.4550 4.7748 0.1398
H 5.1121 0.4065 -0.1352
H -4.8698 -2.5480 -1.2980
H -10.1669 0.1460 -2.7659
H 0.6266 2.4573 0.7020
C 3.3154 0.1343 1.0112
O -1.0621 3.6410 1.0209
H 6.4297 -2.3571 3.7125
```

Computed properties:
**SMILES**: CNC(=O)[C@@H](NC(C)=O)[C@@H](C)O.COCC(=O)Nc1nc(-c2ccccc2)cs1
**E_HOMO**: -8.414 eV
**Frontier orbital gap**: 8.84 eV
**Lowest unoccupied orbital energy**: 0.423 eV



Verdict on stability: i comes out at the bottom.



i | The following is a quantum chemistry calculation of 2 unconnected molecules or ions with the total composition C3H7N5, from the Open Molecules 2025 dataset.

XYZ file:
```
15
Properties=species:S:1:pos:R:3
H -1.4862 2.2146 -0.2542
N -0.5330 -0.8415 0.5806
H 0.8355 -1.9083 -0.6651
C 1.4157 0.9856 0.0939
H 2.3289 -0.5776 -0.5652
N -2.6209 0.1458 -0.0686
N 0.4246 -0.9910 -0.5485
H 2.0059 -0.8591 1.1163
H 2.4342 1.4767 0.2727
H -1.4887 -1.7551 -0.2786
H -3.0350 -0.7826 0.1553
C -1.3116 0.1896 0.1816
C 1.5410 -0.4251 0.1196
N -0.9116 1.3277 -0.1014
N 0.4013 1.8004 -0.0384
```

Computed properties:
**E_HOMO**: -8.218 eV
**Frontier orbital gap**: 7.72 eV
**Lowest unoccupied orbital energy**: -0.495 eV



ii | The following is a quantum chemistry calculation of a single C3H7N5 molecule, from the Open Molecules 2025 dataset.

XYZ file:
```
15
Properties=species:S:1:pos:R:3
N -0.1539 -0.0366 -1.9095
C -0.5389 1.5700 2.5415
C 0.6403 -1.4616 0.0384
C -0.2675 0.6854 0.6389
N -0.2541 -0.3274 -0.2736
H -1.0093 0.3979 -2.2899
H 0.5184 2.5685 -0.1948
H -0.9621 1.7758 3.5152
H 1.4980 -1.3830 -0.5365
H -0.2996 -1.1330 -2.0828
N -0.0525 2.5538 1.7817
N -0.6436 0.4317 1.9001
H 1.0313 -1.1728 1.1633
N 0.1046 1.9686 0.5505
H 0.0436 -2.3953 0.1359
```

Computed properties:
**SMILES**: CN(N)c1ncn[nH]1
**E_HOMO**: -8.383 eV
**Frontier orbital gap**: 9.11 eV
**Lowest unoccupied orbital energy**: 0.731 eV



iii | The following is a quantum chemistry calculation of a single C3H7N5 molecule, from the Open Molecules 2025 dataset.

XYZ file:
```
15
Properties=species:S:1:pos:R:3
N -0.5816 -1.5454 -0.6887
H -1.0746 -3.1644 0.1143
H 2.4972 -0.5778 0.4978
H -0.6005 2.3521 0.5528
C -0.6545 0.6401 -0.5259
N -1.2691 -0.1987 -1.2528
C 1.8304 0.0653 -0.0803
H 2.1875 1.0948 -0.0096
H -0.7897 -0.1130 1.9383
N -1.3669 -2.4718 -0.5912
H 1.8466 -0.2398 -1.1279
C 0.4349 -0.0247 0.4699
H -1.7793 2.2972 -0.7042
N 0.2172 -0.0796 1.7422
N -0.8976 1.9658 -0.3348
```

Computed properties:
**SMILES**: [H]\N=C(C)/C(N)=N\N=N\[H]
**E_HOMO**: -8.989 eV
**Frontier orbital gap**: 9.39 eV
**Lowest unoccupied orbital energy**: 0.401 eV



Verdict on stability: i comes out at the bottom.



i | The following is a quantum chemistry calculation of a single C3H7N5 molecule, from the Open Molecules 2025 dataset.

XYZ file:
```
15
Properties=species:S:1:pos:R:3
N 1.0296 0.2548 -0.1996
N 1.9785 -0.6058 -2.3189
H 2.2723 -1.7012 -0.5691
N -1.7757 1.0586 -0.6471
N -0.9185 0.4063 1.3324
H -2.6746 1.6661 1.2810
H -2.4116 1.4061 -1.4903
H 0.1490 0.5208 -0.9060
C 0.2842 -0.4266 0.9439
C 1.8900 -0.6722 -1.0114
H 1.6023 -1.9583 1.6432
H -1.5662 -0.0628 2.0671
C -1.8158 1.0906 0.5623
H 1.1952 0.3428 -2.5781
N 0.7615 -1.3191 1.8904
```

Computed properties:
**SMILES**: [H]/N=C\N/C(=N\[H])N/C=N/[H]
**E_HOMO**: -9.453 eV
**Frontier orbital gap**: 10.11 eV
**Lowest unoccupied orbital energy**: 0.653 eV



ii | The following is a quantum chemistry calculation of a single C3H7N5 molecule, from the Open Molecules 2025 dataset.

XYZ file:
```
15
Properties=species:S:1:pos:R:3
N -0.3829 1.8003 -0.1907
C -2.6039 -0.1813 0.1196
H -2.6051 0.8054 -0.4608
H 2.2720 1.6377 0.2061
C 1.6350 0.7794 0.2161
N 2.2428 -0.3880 -0.0211
H -0.8902 1.6597 -1.1726
N 1.1553 -1.3250 -0.2046
N -1.3444 -1.0080 -0.1008
H -1.1213 1.4689 0.4976
C -0.0713 -0.6406 0.0084
H -3.2735 -1.1817 -0.3429
H 1.1773 -2.4499 0.3610
H -2.9647 -0.1804 1.2678
N 0.2788 0.7058 0.1713
```

Computed properties:
**SMILES**: C/N=c1/[nH]ncn1N
**E_HOMO**: -8.124 eV
**Frontier orbital gap**: 8.84 eV
**Lowest unoccupied orbital energy**: 0.717 eV



iii | The following is a quantum chemistry calculation of a single C3H7N5 molecule, from the Open Molecules 2025 dataset.

XYZ file:
```
15
Properties=species:S:1:pos:R:3
H -2.0666 -1.9833 -1.7006
N -0.9059 0.7237 -0.7579
N -1.8432 -0.9467 -2.0210
H -1.6632 -1.0105 0.1828
N 0.5499 2.2688 0.0986
H 0.2458 2.9918 -0.5632
H 0.8000 0.6750 1.9738
C 0.0181 1.1029 0.0806
H 0.0037 -1.5460 -0.6615
N 0.8652 -1.8428 0.0455
H 1.7917 -1.2713 2.0175
H 1.6687 2.1000 0.0336
N 0.7684 0.3404 1.0527
C -1.4453 -0.5743 -0.8240
C 1.2126 -1.0277 1.0432
```

Computed properties:
**SMILES**: [H]/N=C\N/C(N)=N\C=N\[H]
**E_HOMO**: -9.333 eV
**Frontier orbital gap**: 9.75 eV
**Lowest unoccupied orbital energy**: 0.420 eV



Verdict on stability: ii comes out at the bottom.



i | The following is a quantum chemistry calculation of a molecular structure, C4H7F3N2, from the Open Molecules 2025 dataset.

XYZ file:
```
16
Properties=species:S:1:pos:R:3
H 0.2222 2.7495 0.8582
N 1.0061 2.1370 0.5201
H 1.2118 -1.2675 -1.3094
H 1.7154 2.0525 1.1908
H 1.4308 -1.6922 0.9043
H -0.4150 -2.2697 -1.5080
C -1.4622 0.1688 -0.0008
C -0.0595 -0.3511 -0.0421
C 0.4389 -1.5836 0.6169
F -1.7023 1.0313 1.0871
N 1.0838 1.2083 -0.4274
F -2.2529 -0.9358 0.1944
H 0.7819 1.5754 -1.2729
C 0.2976 -1.5529 -0.8476
F -1.9213 0.8675 -1.1052
H -0.3753 -2.1377 1.1417
```

Computed properties:
**E_HOMO**: -8.423 eV
**Frontier orbital gap**: 9.45 eV
**Lowest unoccupied orbital energy**: 1.024 eV



ii | The following is a quantum chemistry calculation of 2 unconnected molecules or ions with the total composition C4H7F3N2, from the Open Molecules 2025 dataset.

XYZ file:
```
16
Properties=species:S:1:pos:R:3
N -1.6019 -0.6723 0.8569
C 1.2255 -0.9821 1.6108
F -0.9728 2.1348 0.6409
H 0.5775 -1.7972 1.6129
H -2.4007 -0.1510 0.4159
H -1.2805 -0.0621 1.5618
F -1.3231 1.4274 -1.3718
N 1.1939 -0.0066 0.8313
C -0.3359 1.5606 -0.4755
H 1.4507 -0.5894 -1.6729
C 0.4405 -0.5837 -1.4542
H 2.1896 -1.0277 1.9969
H 0.2601 -1.6473 -1.2821
F 0.6421 2.4886 -0.7971
H -0.2737 -0.3266 -2.3046
C 0.2087 0.2344 -0.1691
```

Computed properties:
**E_HOMO (spin up / spin down)**: -9.225 / -8.879 eV
**Frontier orbital gap (spin up / spin down)**: 8.90 / 8.58 eV
**Lowest unoccupied orbital energy (spin up / spin down)**: -0.329 / -0.295 eV



Verdict on stability: i comes out at the bottom.